A structure of composition C44H49Br2MnN5OP2 at a distorted geometry. Source: the OMol25 dataset; level of theory: wB97M-V/def2-TZVPD.

As for the net charge: +1. Its LUMO energy (spin up / spin down) is -3.94 / -3.10 eV. For the energy relative to the best compared isomer or geometry (same formula, charge and spin), the calculation gives 0.0 kcal/mol. As for the HOMO energy (spin up / spin down): -9.70 / -9.89 eV. The calculation puts the HOMO-LUMO gap (spin up / spin down) at 0.212 / 0.249 Ha. Its multiplicity is 5.

XYZ file:
```
104
Properties=species:S:1:pos:R:3:forces:R:3
Mn 0.061 -0.829 0.247 0.124 -0.373 -0.302
C 1.725 -0.561 -4.140 0.668 -0.678 -0.201
C 0.821 0.452 -3.462 -0.119 -0.162 -0.203
C 1.666 1.602 -2.954 0.576 -0.373 -0.573
P -0.288 -0.297 -2.200 0.097 -0.061 1.253
C -1.150 -1.609 -3.139 -0.362 -0.642 -0.146
C -0.421 -2.954 -3.270 0.519 0.068 0.386
C -2.589 -1.950 -2.719 0.180 -0.125 -0.701
C -1.588 0.883 -1.813 -0.332 0.084 0.696
C -2.367 1.351 -2.861 -0.702 0.422 -0.112
C -3.607 1.945 -2.640 0.487 -0.243 0.300
C -4.075 2.020 -1.326 0.041 0.223 -0.708
C -3.290 1.617 -0.260 -0.306 -0.223 0.266
C -2.012 1.060 -0.448 0.123 -0.036 -1.332
N -1.178 0.650 0.589 0.182 -0.062 0.130
C -1.284 1.227 1.860 0.079 -0.225 0.169
C -1.743 2.539 2.066 0.101 0.259 0.821
C -1.848 3.086 3.348 0.184 -0.912 -0.270
C -1.526 2.312 4.468 -0.076 -0.218 -0.439
C -1.012 1.036 4.275 -0.153 0.596 -0.352
C -0.841 0.508 2.993 0.008 0.502 0.372
P 0.178 -0.942 2.755 -0.039 0.184 -1.523
C -0.565 -2.301 3.693 -0.384 -0.374 0.713
C -2.055 -2.450 3.435 -0.550 0.392 -0.084
C 0.135 -3.644 3.532 0.521 0.017 0.001
C 1.803 -0.700 3.559 0.024 -0.067 0.921
C 2.875 -1.542 2.893 -0.033 -0.450 -1.273
C 2.325 0.728 3.671 -0.669 0.046 -0.292
H 2.333 -0.061 -4.902 -0.102 0.086 0.136
H 1.188 -1.352 -4.671 0.029 0.077 0.189
H 2.454 -1.032 -3.442 -0.546 0.240 -0.265
H 0.124 0.812 -4.231 -0.011 0.087 0.126
H 2.500 1.212 -2.366 -0.129 0.133 -0.017
H 1.115 2.314 -2.382 -0.312 0.572 0.389
H 2.102 2.093 -3.832 -0.063 0.107 0.184
H -1.172 -1.184 -4.140 -0.183 0.229 -0.273
H -0.763 -3.661 -2.521 -0.008 0.034 0.247
H 0.670 -2.905 -3.218 -0.121 0.032 -0.011
H -0.693 -3.396 -4.212 -0.023 -0.176 -0.550
H -2.620 -2.452 -1.766 -0.002 0.030 0.364
H -2.963 -2.653 -3.472 -0.005 0.001 0.092
H -3.268 -1.115 -2.727 -0.163 0.422 0.160
H -2.029 1.244 -3.890 -0.011 -0.117 0.129
H -4.197 2.302 -3.469 -0.060 0.026 -0.016
H -5.081 2.418 -1.191 0.276 -0.123 0.333
H -3.722 1.671 0.737 0.228 0.011 -0.135
H -1.997 3.162 1.229 -0.082 0.073 -0.273
H -2.195 4.101 3.465 -0.041 0.099 0.002
H -1.666 2.676 5.469 0.001 0.222 0.193
H -0.713 0.468 5.139 0.129 -0.214 0.197
H -0.434 -1.959 4.730 0.004 -0.114 0.010
H -2.271 -2.574 2.372 0.065 -0.208 0.139
H -2.600 -1.553 3.737 0.028 0.000 0.075
H -2.469 -3.289 4.010 0.189 0.111 -0.212
H 0.044 -3.998 2.513 -0.155 -0.165 -0.268
H -0.297 -4.400 4.193 -0.017 0.197 -0.041
H 1.203 -3.581 3.738 0.013 -0.065 0.191
H 1.645 -1.105 4.578 0.038 0.211 -0.247
H 3.324 -0.972 2.056 -0.240 -0.323 0.298
H 2.505 -2.499 2.488 0.101 0.371 0.090
H 3.671 -1.788 3.571 0.411 0.001 0.465
H 2.545 1.109 2.675 0.045 0.113 -0.003
H 3.245 0.687 4.232 0.335 0.199 0.260
H 1.615 1.413 4.140 0.146 -0.081 0.087
Br -3.681 -4.316 0.611 0.158 -0.106 -0.146
C -1.852 -4.587 0.214 0.017 0.324 -0.203
C -1.381 -5.895 -0.027 -0.245 0.642 0.279
C -0.068 -6.113 -0.279 0.805 0.577 -0.138
Br 0.538 -7.861 -0.570 0.130 -0.330 -0.066
C 0.857 -5.007 -0.353 -0.184 -1.596 -0.365
C 2.218 -5.134 -0.711 0.070 -0.078 0.162
C 3.009 -4.028 -0.832 0.112 -0.029 -0.151
C 2.445 -2.781 -0.592 -0.943 0.715 0.278
N 1.170 -2.619 -0.244 -0.027 -0.204 0.034
C 0.347 -3.734 -0.155 0.720 1.387 0.056
C -1.027 -3.475 0.116 -0.766 0.469 0.432
O -1.431 -2.234 0.273 0.453 -0.648 -0.200
H -2.096 -6.693 0.003 -0.087 -0.359 0.029
H 2.669 -6.096 -0.897 -0.242 -0.229 0.018
H 4.044 -4.109 -1.136 -0.063 0.029 0.065
H 3.018 -1.868 -0.704 0.050 -0.077 0.068
C 4.005 2.135 0.170 0.208 -0.263 0.166
C 3.178 1.036 0.107 -0.051 -0.266 -0.230
N 1.845 1.110 0.139 -0.168 0.337 0.304
C 1.301 2.334 0.224 0.373 -0.050 -0.106
C 2.051 3.511 0.351 -0.236 -0.258 -0.025
C 3.429 3.372 0.375 0.111 -0.112 -0.083
C 1.508 4.859 0.613 -0.576 0.701 0.011
C 0.553 5.642 0.075 0.486 -0.912 0.247
C -0.303 5.399 -1.085 0.049 -0.065 -0.136
C -1.263 6.341 -1.434 -0.382 -0.809 -0.776
C -2.032 6.073 -2.564 0.092 0.035 0.061
N -1.835 4.994 -3.330 -0.093 0.616 0.310
C -0.871 4.199 -2.914 0.491 -0.776 0.058
N -0.110 4.304 -1.826 -0.210 0.148 -0.310
H 5.078 1.996 0.107 -0.085 0.108 0.107
H 3.615 0.048 0.022 -0.043 -0.029 -0.023
H 0.230 2.366 0.203 -0.214 0.121 -0.014
H 4.056 4.221 0.566 0.181 0.402 -0.096
H 2.033 5.349 1.425 0.127 -0.038 0.136
H 0.400 6.604 0.537 0.058 0.163 0.117
H -1.426 7.201 -0.837 -0.116 0.684 0.356
H -2.826 6.736 -2.894 0.061 0.066 0.141
H -0.677 3.332 -3.540 0.024 0.045 0.072
```
Positions in Å, forces in eV/Å.